A structure of composition C42H65Br12F3IN4O5PS2, computed with wB97M-V/def2-TZVPD.

Geometry as ORCA input:
```
! RIJCOSX wB97M-V def2-TZVPD def2/J DEFGRID3
* xyz 0 1
C -4.11 0.18 0.49
C -3.40 -0.79 0.48
C -2.60 -1.99 0.76
C -1.10 -1.61 0.89
C -0.37 -1.57 -0.48
N 1.04 -1.89 -0.49
O 1.90 -0.79 -0.62
C 1.89 -0.31 -1.89
O 1.24 -0.76 -2.79
C 2.73 0.91 -2.10
C 2.09 1.97 -2.75
C 2.76 3.16 -2.97
C 4.09 3.26 -2.56
C 4.74 2.21 -1.92
C 4.04 1.04 -1.67
C 1.53 -3.00 0.26
C 0.65 -4.25 0.13
C 0.25 -4.59 -1.35
C -1.24 -5.01 -1.51
C -1.83 -4.51 -2.86
C -3.24 -3.87 -2.77
C -3.23 -2.35 -3.00
C -3.17 -1.96 -4.50
S -1.81 -0.85 -4.96
C -2.00 0.55 -3.96
N -2.40 1.74 -4.32
N -2.37 2.56 -3.25
C -1.96 1.85 -2.24
O -1.69 0.61 -2.64
C 2.94 -3.41 -0.33
C 3.06 -3.39 -1.87
C 4.28 -2.66 -2.37
F 5.16 -2.06 -1.51
C 4.55 -2.59 -3.68
F 4.98 -1.54 -4.34
F 4.38 -3.67 -4.44
C 1.92 -2.67 1.77
I 1.11 -4.06 3.26
O 1.51 -1.38 2.17
C 2.50 -0.60 2.76
S 3.10 -1.32 4.38
C 3.61 -0.10 1.74
O 4.60 0.65 2.43
C 5.03 1.79 1.72
P 1.63 1.00 3.23
N 0.69 0.90 4.49
H -4.91 0.87 0.34
H -2.92 -2.42 1.71
H -2.77 -2.73 -0.02
H -1.09 -0.61 1.32
H -0.66 -2.28 1.63
H -0.52 -0.57 -0.87
H -0.92 -2.21 -1.18
H 1.06 1.89 -3.06
H 2.29 4.01 -3.44
H 4.64 4.18 -2.73
H 5.77 2.28 -1.61
H 4.54 0.24 -1.14
H -0.30 -4.15 0.64
H 1.19 -5.13 0.47
H 0.38 -3.74 -2.02
H 0.84 -5.44 -1.71
H -1.32 -6.09 -1.52
H -1.86 -4.59 -0.71
H -1.90 -5.38 -3.52
H -1.17 -3.79 -3.36
H -3.64 -4.05 -1.77
H -3.93 -4.32 -3.48
H -2.45 -1.82 -2.47
H -4.18 -1.96 -2.61
H -3.00 -2.86 -5.10
H -4.12 -1.55 -4.83
H -1.85 2.19 -1.23
H 3.15 -4.41 0.03
H 3.72 -2.74 0.04
H 2.20 -3.01 -2.40
H 3.18 -4.43 -2.20
H 2.99 -2.76 1.94
H 3.91 -0.34 4.82
H 3.08 0.59 1.09
H 4.07 -0.93 1.19
H 4.22 2.39 1.30
H 5.78 1.52 0.97
H 5.55 2.42 2.44
H 0.91 1.33 2.06
H 2.65 1.96 3.37
H -0.26 1.13 4.19
Br 9.41 -1.48 3.50
C 8.22 -2.61 2.46
C 7.04 -1.82 1.95
Br 5.73 -1.48 3.36
H 7.93 -3.45 3.09
H 8.82 -2.98 1.63
H 6.50 -2.38 1.19
H 7.33 -0.85 1.55
Br 7.50 1.83 4.96
C 7.47 3.61 5.74
C 6.14 4.29 5.53
Br 5.94 4.95 3.71
H 8.30 4.16 5.32
H 7.64 3.46 6.81
H 6.06 5.17 6.16
H 5.29 3.64 5.72
Br 10.51 7.49 4.82
C 10.47 6.86 2.98
C 9.72 5.56 2.86
Br 10.77 4.05 3.50
H 11.50 6.78 2.65
H 9.97 7.64 2.41
H 9.51 5.33 1.81
H 8.79 5.56 3.42
Br -9.22 2.78 -2.70
C -8.62 2.52 -0.87
C -7.44 3.40 -0.54
Br -5.80 2.73 -1.33
H -8.39 1.46 -0.77
H -9.47 2.76 -0.25
H -7.27 3.41 0.53
H -7.57 4.42 -0.89
Br -9.67 -1.32 -2.81
C -11.52 -1.34 -3.41
C -12.05 0.05 -3.62
Br -12.47 0.93 -1.94
H -12.08 -1.90 -2.67
H -11.51 -1.89 -4.35
H -12.99 0.02 -4.17
H -11.36 0.70 -4.15
Br -11.61 1.84 2.49
C -13.46 1.80 1.90
C -14.00 3.19 1.68
Br -14.41 4.07 3.36
H -14.02 1.25 2.64
H -13.45 1.25 0.96
H -14.94 3.15 1.13
H -13.30 3.83 1.15
*
```

The calculation puts the HOMO energy at -8.44 eV. The gap between HOMO and LUMO is 8.6 eV.

---

A cluster of 2 separate species, C3H6N in total, computed with wB97M-V/def2-TZVPD.

Geometry as ORCA input:
```
! RIJCOSX wB97M-V def2-TZVPD def2/J DEFGRID3
* xyz 1 1
C 1.64 -0.39 0.27
C -1.40 -0.07 0.41
C 0.62 0.34 -0.27
N -2.25 0.06 -0.38
H 2.11 -1.16 -0.23
H 2.20 0.02 1.11
H -1.36 -0.36 1.42
H 0.25 0.12 -1.20
H 0.54 1.40 0.22
H -2.35 0.04 -1.35
*
```

The calculation puts the HOMO energy (spin up / spin down) at -15.53 / -15.53 eV. The calculation puts the energy above the lowest of the compared OMol25 structures with the same formula, charge and spin at 2.870 eV. The gap between HOMO and LUMO (spin up / spin down) is 9.0 / 9.0 eV.

---

The molecule C4H7N3O2, computed with wB97M-V/def2-TZVPD.

Geometry as ORCA input:
```
! RIJCOSX wB97M-V def2-TZVPD def2/J DEFGRID3
* xyz 0 1
C 1.07 -1.15 -0.33
C -1.36 -1.30 0.18
C -2.43 -0.25 0.10
C -0.46 0.87 -0.06
H 3.34 0.56 0.49
H 0.97 -2.05 -0.86
H -1.27 -1.94 1.07
H -1.42 -2.05 -0.62
H -3.08 -0.37 -0.75
H -2.98 -0.13 1.14
H 1.25 1.65 0.02
N 2.24 -0.77 -0.23
N -0.13 -0.51 0.09
N 0.34 1.83 -0.29
O 2.41 0.42 0.47
O -1.77 1.00 -0.07
*
```

The calculation puts the HOMO energy at -8.77 eV. The calculation puts the energy above the lowest of the compared OMol25 structures with the same formula, charge and spin at 3.521 eV. The gap between HOMO and LUMO is 9.5 eV. The SMILES is [H]/N=C1/OCCN1/C=N\O.

---

The molecule C4H6INS, computed with wB97M-V/def2-TZVPD.

Geometry as ORCA input:
```
! RIJCOSX wB97M-V def2-TZVPD def2/J DEFGRID3
* xyz 0 1
C -0.63 0.63 0.03
C 1.74 -0.80 -0.36
C -1.24 -0.35 0.97
C 0.15 -0.06 -1.08
N -0.60 1.85 0.28
S 1.97 -2.28 0.21
I 2.98 0.85 -0.19
H -1.41 -0.02 1.95
H -0.49 -1.19 0.90
H -2.33 -0.71 0.70
H 0.39 0.67 -1.80
H -0.58 -0.93 -1.30
H 0.07 2.34 -0.31
*
```

The calculation puts the HOMO energy at -9.09 eV. The calculation puts the energy above the lowest of the compared OMol25 structures with the same formula, charge and spin at 1.909 eV. The gap between HOMO and LUMO is 8.1 eV. The SMILES is [H]/N=C(/C)CC(=S)I.

---

A structure of composition C3H10N2O, computed with wB97M-V/def2-TZVPD.

Geometry as ORCA input:
```
! RIJCOSX wB97M-V def2-TZVPD def2/J DEFGRID3
* xyz 0 1
C -0.80 0.19 0.13
N -1.80 -0.13 -0.86
N -0.91 -0.65 1.31
H -1.71 -1.11 -1.18
H -2.51 0.60 -0.95
H -0.77 -1.64 1.04
H -1.84 -0.52 1.74
H -0.87 1.25 0.43
H 0.21 1.32 -1.29
C 1.90 0.01 0.51
C 0.77 -0.12 -0.47
O 0.81 -0.98 -1.35
H 0.96 1.64 -1.30
H 1.68 0.77 1.28
H 2.81 0.31 -0.03
H 2.07 -0.95 1.00
*
```

The calculation puts the HOMO energy at -8.68 eV. The calculation puts the energy above the lowest of the compared OMol25 structures with the same formula, charge and spin at 3.306 eV. The gap between HOMO and LUMO is 9.6 eV.

---

A cluster of 4 separate species, CH10O3S2 in total, computed with wB97M-V/def2-TZVPD.

Geometry as ORCA input:
```
! RIJCOSX wB97M-V def2-TZVPD def2/J DEFGRID3
* xyz 0 1
C 1.67 1.66 -0.50
S 2.16 -0.10 -0.07
S 1.05 -1.54 -1.03
H 2.61 2.24 -0.44
H 1.11 2.08 0.32
H 1.28 1.86 -1.53
H 0.91 -1.20 -2.30
H -2.10 -0.43 -2.57
H -2.44 1.08 -1.98
O -1.79 0.45 -2.35
H -2.19 -2.35 1.12
H -1.05 -1.52 0.89
O -1.31 -2.51 1.01
H 0.24 -0.71 3.30
H 0.13 0.83 2.76
O -0.29 0.16 3.37
*
```

The calculation puts the HOMO energy at -8.43 eV. The calculation puts the energy above the lowest of the compared OMol25 structures with the same formula, charge and spin at 1.484 eV. The gap between HOMO and LUMO is 8.8 eV. The SMILES is CSS.O.O.O.

---

A structure of composition C5H12CrO3, computed with wB97M-V/def2-TZVPD.

Geometry as ORCA input:
```
! RIJCOSX wB97M-V def2-TZVPD def2/J DEFGRID3
* xyz 2 5
H 1.52 -2.74 -0.46
C 1.31 -3.14 6.28
O 0.67 -4.17 5.59
C 1.17 -1.81 5.54
O 1.51 -2.06 4.16
C 1.32 -0.96 3.27
C 1.39 -1.50 1.86
O 0.60 -2.67 1.80
C 0.48 -3.21 0.50
Cr 0.80 -3.88 3.72
H 2.39 -3.35 6.41
H 0.89 -2.99 7.29
H 1.84 -1.04 5.94
H 0.13 -1.45 5.58
H 2.11 -0.21 3.43
H 0.33 -0.51 3.47
H 2.43 -1.76 1.58
H 1.02 -0.74 1.16
H -0.69 -4.15 0.24
H -0.18 -2.54 -0.08
H 1.07 -4.14 0.45
*
```

The calculation puts the HOMO energy (spin up / spin down) at -16.06 / -16.60 eV. As for the expectation value of S²: 6.036. The gap between HOMO and LUMO (spin up / spin down) is 4.3 / 4.8 eV.

---

The molecule C4H5N3O, computed with wB97M-V/def2-TZVPD.

Geometry as ORCA input:
```
! RIJCOSX wB97M-V def2-TZVPD def2/J DEFGRID3
* xyz 0 1
C 1.51 1.31 0.23
C 0.55 0.27 0.30
C -0.66 -1.38 1.20
C -1.30 -0.68 -0.74
H 1.03 2.35 0.17
H 2.15 1.35 -0.62
H 2.39 1.50 1.04
H -0.97 -1.91 2.23
H -1.68 -0.05 -2.56
N 0.62 -0.81 1.12
N -1.54 -1.55 0.23
N -1.80 -0.79 -1.97
O -0.29 0.39 -0.63
*
```

The calculation puts the HOMO energy at -9.25 eV. The calculation puts the energy above the lowest of the compared OMol25 structures with the same formula, charge and spin at 3.401 eV. The gap between HOMO and LUMO is 9.1 eV. The SMILES is [H]/N=c1/ncnc(C)o1.

---

A structure of composition C23H31N5, computed with wB97M-V/def2-TZVPD.

Geometry as ORCA input:
```
! RIJCOSX wB97M-V def2-TZVPD def2/J DEFGRID3
* xyz 0 1
C -3.17 2.36 -1.75
H -3.43 3.33 -2.08
H -3.56 1.92 -0.93
H -3.45 1.77 -2.67
C -1.62 2.42 -1.80
N -1.28 1.04 -1.26
C -1.20 0.25 -2.36
C -1.35 -1.27 -2.32
C -0.58 -2.30 -2.73
C -1.12 -3.67 -2.55
C -2.13 -3.98 -1.71
C -2.89 -2.82 -1.38
C -2.71 -1.47 -1.79
H -3.22 -0.81 -1.19
H -3.92 -3.03 -1.00
H -2.67 -4.89 -1.58
H -0.62 -4.43 -2.91
H 0.18 -2.11 -3.15
H -1.57 0.42 -3.30
H -0.02 0.14 -2.70
C -0.01 0.92 -0.41
C -0.42 1.58 1.13
N -1.56 1.41 1.59
N -1.59 2.17 2.79
N -0.10 2.63 2.67
N 0.37 2.24 1.68
C 1.62 2.86 1.52
C 2.21 3.43 2.93
H 1.84 2.99 3.88
H 1.36 4.40 3.00
H 3.23 3.80 2.88
C 1.95 3.78 0.33
H 1.19 4.50 0.55
H 2.82 4.20 0.31
H 1.63 3.28 -0.53
C 2.81 1.42 1.56
C 2.62 0.48 2.37
H 2.58 0.78 3.71
H 3.20 -0.37 2.33
H 1.56 0.10 2.68
H 2.39 1.07 0.51
H 3.66 1.98 1.79
C 0.21 -0.48 0.02
C -0.77 -1.21 0.70
C -0.30 -2.58 1.02
C 0.65 -3.37 0.42
C 1.51 -2.54 -0.26
C 1.22 -1.23 -0.58
H 2.23 -0.68 -1.12
H 2.60 -2.92 -0.44
C 1.03 -4.76 0.79
H 0.88 -4.98 1.84
H 2.02 -5.19 0.40
H 0.11 -5.36 0.25
H -1.30 -3.30 1.57
H -1.65 -0.97 1.26
H 0.84 1.39 -0.88
H -1.32 3.02 -0.68
H -1.01 2.62 -2.44
*
```

The calculation puts the HOMO energy at -8.37 eV. The gap between HOMO and LUMO is 9.0 eV.

---

The ion C4H8N3O with charge +1, computed with wB97M-V/def2-TZVPD.

Geometry as ORCA input:
```
! RIJCOSX wB97M-V def2-TZVPD def2/J DEFGRID3
* xyz 1 1
C 0.45 -1.04 1.24
C -0.17 0.11 1.55
C 0.98 -1.15 -0.08
C -0.14 1.26 0.66
N 2.05 -0.67 -0.56
N -1.88 0.66 -0.79
N -2.24 -0.18 -1.68
O -0.58 0.80 -0.60
H 0.44 -1.90 1.88
H -0.84 0.28 2.43
H -0.52 2.17 1.10
H 0.88 1.32 0.36
H 2.62 0.00 0.03
H -1.58 -0.56 -2.34
H -3.13 -0.07 -2.15
H 2.29 -0.63 -1.59
*
```

The calculation puts the HOMO energy (spin up / spin down) at -11.41 / -11.41 eV. The calculation puts the energy above the lowest of the compared OMol25 structures with the same formula, charge and spin at 8.101 eV. The gap between HOMO and LUMO (spin up / spin down) is 5.5 / 5.5 eV.

---

The molecule C3H6ClN, computed with wB97M-V/def2-TZVPD.

Geometry as ORCA input:
```
! RIJCOSX wB97M-V def2-TZVPD def2/J DEFGRID3
* xyz 0 1
C -0.53 -0.73 -0.41
C -0.74 0.43 0.68
C 0.88 -0.11 -0.54
H -0.62 -1.74 0.07
H -0.82 -0.01 1.74
H -1.46 1.31 0.52
H 1.35 1.10 1.16
H 1.24 0.15 -1.55
H 1.66 -0.85 -0.17
N 0.61 1.08 0.36
Cl -1.57 -0.63 -1.86
*
```

The calculation puts the HOMO energy at -9.35 eV. The calculation puts the energy above the lowest of the compared OMol25 structures with the same formula, charge and spin at 0.964 eV. The gap between HOMO and LUMO is 10.3 eV. The SMILES is ClC1CNC1.

---

The molecule C10H18N2O, computed with wB97M-V/def2-TZVPD.

Geometry as ORCA input:
```
! RIJCOSX wB97M-V def2-TZVPD def2/J DEFGRID3
* xyz 0 1
C 2.93 0.43 0.56
C 2.86 -1.06 0.11
C -1.18 1.19 -1.42
C 0.05 0.57 -1.86
C -1.42 0.81 0.15
C -0.43 -0.30 0.43
C 0.83 0.00 -0.41
C -2.86 0.77 0.46
C -0.14 -0.44 1.98
C -1.02 -1.63 0.07
N 1.62 -1.13 -0.68
N 1.82 0.99 0.12
O 1.55 2.13 0.25
H 3.81 0.98 0.70
H 3.76 -1.29 -0.38
H 2.95 -1.85 0.90
H -1.10 2.29 -1.50
H -2.10 0.73 -1.98
H -0.08 -0.28 -2.50
H 0.65 1.25 -2.34
H -0.91 1.75 0.58
H -3.14 0.68 1.51
H -3.28 -0.07 0.00
H -3.35 1.63 0.03
H -1.13 -0.68 2.32
H 0.12 0.49 2.43
H 0.58 -1.20 2.17
H -0.41 -2.39 0.37
H -1.08 -1.63 -1.06
H -1.91 -1.80 0.61
H 2.00 -0.95 -1.62
*
```

The calculation puts the HOMO energy at -8.40 eV. The calculation puts the energy above the lowest of the compared OMol25 structures with the same formula, charge and spin at 4.082 eV. The gap between HOMO and LUMO is 9.3 eV. The SMILES is C[C@@H]1CC[C@]2(NCC=[N+]2[O-])C1(C)C.

---

A structure of composition C43H35CaN6P2, computed with wB97M-V/def2-TZVPD.

Geometry as ORCA input:
```
! RIJCOSX wB97M-V def2-TZVPD def2/J DEFGRID3
* xyz 1 1
Ca 2.09 -1.24 -0.54
C 1.42 -5.84 -1.17
C 1.33 -6.38 0.11
C 1.24 -5.54 1.20
C 1.28 -4.16 1.00
N 1.38 -3.62 -0.24
C 1.44 -4.47 -1.28
N 1.06 -3.31 2.08
C 1.84 -2.30 2.25
N 3.01 -2.09 1.57
C 3.34 -0.77 1.63
N 4.22 -0.35 0.79
C 4.24 0.90 0.19
C 5.18 1.89 0.45
C 5.16 3.04 -0.32
C 4.21 3.17 -1.33
C 3.33 2.13 -1.54
N 3.32 1.02 -0.80
C 2.31 -0.02 2.42
C 2.08 1.30 2.35
C 0.81 1.94 2.83
C -0.49 0.40 3.66
C 0.20 -0.91 3.50
C 1.40 -1.05 2.93
H 1.47 -6.46 -2.05
H 1.31 -7.45 0.25
H 1.15 -5.92 2.20
H 1.49 -4.01 -2.27
H 5.90 1.74 1.24
H 5.88 3.82 -0.14
H 4.18 4.05 -1.96
H 2.58 2.19 -2.32
H 2.81 1.94 1.88
H 0.83 3.01 2.65
H -1.47 0.29 4.12
H -0.36 -1.81 3.73
C 0.17 2.51 -0.32
N -0.60 1.27 -0.56
P -0.42 0.14 0.78
C -2.04 -0.67 0.88
C -3.22 -0.10 0.39
C -4.42 -0.79 0.49
C -4.46 -2.05 1.07
C -3.29 -2.63 1.54
C -2.08 -1.95 1.43
C -0.50 1.23 2.31
C 0.42 1.51 4.27
C -0.34 2.57 5.02
C -1.40 3.22 4.55
C -2.03 3.02 3.24
C -1.66 2.18 2.28
P -0.09 0.38 -1.99
C -1.52 -0.68 -2.37
C -1.47 -2.00 -1.94
C -2.54 -2.86 -2.16
C -3.66 -2.40 -2.84
C -3.71 -1.09 -3.30
C -2.65 -0.23 -3.06
C -0.14 1.63 -3.30
C 0.77 1.50 -4.34
C 0.75 2.39 -5.41
C -0.17 3.42 -5.43
C -1.07 3.57 -4.39
C -1.06 2.68 -3.33
H -0.35 3.12 0.42
H 0.24 3.09 -1.24
H 1.19 2.32 0.03
H -3.19 0.86 -0.09
H -5.32 -0.35 0.10
H -5.40 -2.58 1.14
H -3.31 -3.62 1.98
H -1.17 -2.44 1.76
H 1.24 1.13 4.87
H 0.02 2.81 6.01
H -1.86 3.96 5.19
H -2.90 3.64 3.05
H -2.27 2.17 1.38
H -0.61 -2.37 -1.39
H -2.49 -3.88 -1.80
H -4.49 -3.07 -3.02
H -4.58 -0.74 -3.84
H -2.70 0.78 -3.44
H 1.50 0.69 -4.33
H 1.46 2.27 -6.22
H -0.18 4.12 -6.26
H -1.79 4.38 -4.40
H -1.77 2.79 -2.51
*
```

The calculation puts the HOMO energy at -10.43 eV. The calculation puts the energy above the lowest of the compared OMol25 structures with the same formula, charge and spin at 0.000 eV. The gap between HOMO and LUMO is 7.8 eV.

---

A structure of composition C3H5IS, computed with wB97M-V/def2-TZVPD.

Geometry as ORCA input:
```
! RIJCOSX wB97M-V def2-TZVPD def2/J DEFGRID3
* xyz 0 1
C -0.63 0.86 0.24
C 0.48 0.20 0.61
C 1.45 -0.48 -0.31
S 1.32 -2.23 0.06
I 3.40 0.31 0.01
H -1.13 1.40 1.16
H -1.03 1.11 -0.67
H 0.85 0.44 1.55
H 1.20 -0.28 -1.68
H 2.56 -2.58 0.17
*
```

The calculation puts the HOMO energy at -9.31 eV. The calculation puts the energy above the lowest of the compared OMol25 structures with the same formula, charge and spin at 1.614 eV. The gap between HOMO and LUMO is 9.3 eV.

---

Values for M, g/mol, ordered as above
1943.859, 56.088, 129.119, 227.070, 90.126, 134.222, 172.144, 111.104, 377.536, 114.128, 91.541, 182.267, 737.821, 200.044